Entry 1:
A structure of composition C4H9ClO3P. Source: the Open Molecules 2025 dataset; level of theory: ωB97M-V/def2-TZVPD.

Last column: natural (NBO) charge in e.
Element x y z (Å)
C  1.669  1.025  1.069  -0.650
C  1.532  -0.620  -0.691  -0.675
C  -2.715  0.273  -1.333  -0.773
C  2.217  -0.230  0.568  0.176
O  -3.138  0.623  1.436  -1.137
O  -0.974  -1.246  0.496  -1.115
O  3.223  -0.717  1.054  -0.248
P  -2.026  0.643  0.483  1.318
Cl  -3.502  1.643  -1.999  -0.093
H  1.771  1.112  2.174  0.202
H  2.133  1.988  0.618  0.168
H  0.520  0.959  0.895  0.267
H  1.901  -1.482  -1.105  0.199
H  0.524  -0.900  -0.308  0.324
H  1.426  0.078  -1.599  0.177
H  -1.975  0.041  -2.094  0.209
H  -3.511  -0.524  -1.377  0.203
H  -1.731  -1.535  1.020  0.449

Computed properties:
Net charge = -1
Energy = -32244.4425 eV
2S+1 = 3
Expectation value of S² = 2.01


Entry 2:
The ion C4H9FN with charge +1. Source: the Open Molecules 2025 dataset; level of theory: ωB97M-V/def2-TZVPD.

Last column: natural (NBO) charge in e.
Element x y z (Å)
F  0.362  2.411  0.412  -0.300
C  0.190  1.084  0.558  0.375
C  1.271  0.191  0.023  -0.459
C  0.520  -1.178  -0.157  -0.421
C  -0.980  -0.837  -0.069  -0.227
N  -0.993  0.652  -0.306  -0.522
H  -0.102  0.867  1.582  0.189
H  1.556  0.572  -0.953  0.233
H  2.123  0.081  0.676  0.270
H  0.792  -1.589  -1.119  0.244
H  0.777  -1.864  0.639  0.251
H  -1.567  -1.355  -0.814  0.250
H  -1.375  -0.989  0.926  0.232
H  -1.857  1.155  -0.121  0.454
H  -0.717  0.800  -1.276  0.433

Computed properties:
Net charge = +1
ΔE to the lowest compared entry with this formula, charge and spin = 0.0 kcal per mole


Entry 3:
The ion C4H9FN with charge +1. Source: the Open Molecules 2025 dataset; level of theory: ωB97M-V/def2-TZVPD.

Last column: natural (NBO) charge in e.
Element x y z (Å)
C  -2.235  1.001  0.662  -0.493
C  -1.855  -0.015  -0.018  0.536
F  -2.474  -0.776  -0.873  -0.269
N  -0.379  -0.654  0.037  -0.579
C  0.888  0.234  -0.411  -0.208
C  2.301  -0.453  -0.160  -0.610
H  -3.353  1.369  0.518  0.290
H  -1.774  1.743  1.386  0.286
H  -0.148  -1.120  0.900  0.439
H  -0.334  -1.294  -0.734  0.439
H  0.926  0.508  -1.462  0.248
H  0.711  1.049  0.365  0.221
H  2.944  0.441  0.038  0.258
H  2.736  -1.050  -0.926  0.242
H  2.044  -0.984  0.677  0.199

Computed properties:
Net charge = +1
ΔE to the lowest compared entry with this formula, charge and spin = 60.5 kcal per mole


Entry 4:
A structure of composition C4H9FN2. Source: the Open Molecules 2025 dataset; level of theory: ωB97M-V/def2-TZVPD.

Last column: natural (NBO) charge in e.
Element x y z (Å)
C  0.177  0.249  0.036  0.066
C  1.271  -0.524  0.814  0.044
C  -1.219  0.312  0.705  -0.208
C  -0.580  -0.640  -0.970  -0.221
H  1.846  1.259  -0.553  0.375
H  0.429  2.038  -1.076  0.363
H  2.030  0.094  1.387  0.190
H  0.859  -1.400  1.357  0.184
H  -1.696  1.301  0.355  0.157
H  -1.151  0.319  1.778  0.185
H  -2.550  -1.106  -0.133  0.378
H  0.053  -1.537  -1.327  0.200
H  -0.872  -0.005  -1.875  0.165
N  0.868  1.456  -0.286  -0.839
N  -1.579  -0.856  0.018  -0.641
F  2.114  -0.960  -0.230  -0.396

Computed properties:
ΔE to the lowest compared entry with this formula, charge and spin = 43.9 kcal per mole


Entry 5:
The ion C4H9FNO with charge +1. Source: the Open Molecules 2025 dataset; level of theory: ωB97M-V/def2-TZVPD.

Last column: natural (NBO) charge in e.
Element x y z (Å)
C  -2.171  0.564  -0.178  -0.379
C  -1.408  -0.138  0.621  -0.191
C  0.379  -0.229  0.365  0.363
N  0.569  -1.127  -0.876  -0.717
O  0.895  -0.884  1.430  -0.683
C  0.996  1.125  0.065  -0.013
F  2.325  0.894  -0.226  -0.358
H  -3.237  0.590  -0.008  0.245
H  -1.825  1.149  -1.015  0.207
H  -1.675  -0.727  1.475  0.239
H  1.564  -1.115  -1.158  0.450
H  -0.014  -0.817  -1.661  0.448
H  0.306  -2.087  -0.621  0.457
H  1.797  -0.599  1.653  0.511
H  0.948  1.783  0.939  0.225
H  0.552  1.619  -0.803  0.196

Computed properties:
Net charge = +1
ΔE to the lowest compared entry with this formula, charge and spin = 24.1 kcal per mole


Entry 6:
The molecule C4H9FO. Source: the Open Molecules 2025 dataset; level of theory: ωB97M-V/def2-TZVPD.

Last column: natural (NBO) charge in e.
Element x y z (Å)
C  -1.127  0.903  0.682  -0.654
C  -0.910  -0.117  -0.413  0.046
O  -1.731  -1.270  -0.206  -0.703
C  0.525  -0.669  -0.273  0.152
C  1.665  0.264  -0.293  -0.639
F  0.825  -1.324  0.981  -0.385
H  -0.886  0.602  1.725  0.232
H  -0.503  1.747  0.319  0.206
H  -2.119  1.389  0.820  0.228
H  -1.169  0.092  -1.435  0.204
H  -1.015  -1.785  0.188  0.465
H  0.512  -1.363  -1.084  0.177
H  1.652  0.884  -1.287  0.211
H  1.634  0.959  0.566  0.229
H  2.646  -0.311  -0.289  0.232

Computed properties:
ΔE to the lowest compared entry with this formula, charge and spin = 21.4 kcal per mole


Entry 7:
The molecule C4H9FO. Source: the Open Molecules 2025 dataset; level of theory: ωB97M-V/def2-TZVPD.

Last column: natural (NBO) charge in e.
Element x y z (Å)
C  0.043  -0.726  1.196  -0.677
C  -0.040  -0.863  -0.277  0.045
O  1.218  -1.565  -0.648  -0.729
C  0.182  0.474  -0.921  0.144
C  -0.857  1.224  -0.238  -0.716
F  1.550  0.783  -0.341  -0.412
H  0.886  0.114  1.134  0.249
H  -0.898  -0.337  1.674  0.209
H  0.477  -1.602  1.568  0.240
H  -0.870  -1.575  -0.661  0.216
H  1.870  -0.961  -0.490  0.465
H  0.252  0.524  -2.028  0.221
H  -2.028  1.082  -0.530  0.260
H  -0.694  0.982  0.912  0.254
H  -1.093  2.445  -0.350  0.230

Computed properties:
ΔE to the lowest compared entry with this formula, charge and spin = 72.0 kcal per mole


Entry 8:
A structure of composition C4H9FO2. Source: the Open Molecules 2025 dataset; level of theory: ωB97M-V/def2-TZVPD.

Last column: natural (NBO) charge in e.
Element x y z (Å)
C  0.665  -1.695  -0.319  -0.667
C  0.643  0.743  -1.083  -0.699
C  -0.492  1.254  1.554  -0.261
C  0.132  -0.307  -0.117  0.608
O  0.018  -0.016  1.179  -0.503
O  -1.548  -0.250  -0.819  -0.286
F  -2.255  -1.336  -0.329  -0.188
H  0.414  -2.057  -1.313  0.239
H  0.265  -2.368  0.434  0.241
H  1.750  -1.655  -0.213  0.227
H  0.873  0.273  -2.033  0.237
H  1.539  1.220  -0.689  0.225
H  -0.124  1.496  -1.255  0.243
H  0.086  2.077  1.125  0.177
H  -0.431  1.287  2.640  0.201
H  -1.536  1.334  1.238  0.206

Computed properties:
ΔE to the lowest compared entry with this formula, charge and spin = 89.9 kcal per mole


Entry 9:
The molecule C4H9FO2. Source: the Open Molecules 2025 dataset; level of theory: ωB97M-V/def2-TZVPD.

Last column: natural (NBO) charge in e.
Element x y z (Å)
C  -1.566  0.084  -0.950  -0.261
O  -1.507  -0.378  0.356  -0.521
C  -0.149  -0.145  0.823  0.035
C  0.789  -1.179  0.510  -0.119
O  1.131  -1.178  -0.915  -0.743
C  0.409  1.272  0.470  0.006
F  1.210  1.153  -0.643  -0.366
H  -1.092  -0.649  -1.489  0.191
H  -2.601  0.096  -1.395  0.183
H  -1.110  1.075  -1.146  0.161
H  -0.196  -0.095  1.985  0.197
H  0.366  -2.096  0.523  0.211
H  1.761  -1.078  1.093  0.175
H  1.924  -0.389  -1.044  0.481
H  1.014  1.455  1.360  0.173
H  -0.383  2.051  0.462  0.195

Computed properties:
ΔE to the lowest compared entry with this formula, charge and spin = 59.6 kcal per mole


Entry 10:
A cluster of 2 separate species, C4H9FO3S in total. Source: the Open Molecules 2025 dataset; level of theory: ωB97M-V/def2-TZVPD.

Last column: natural (NBO) charge in e.
Element x y z (Å)
C  -0.592  -2.332  -2.499  -0.468
C  -1.031  0.081  -1.792  -0.668
C  0.444  2.220  2.084  -0.301
C  -1.016  -1.412  -1.643  0.419
O  2.635  0.568  2.435  -0.915
O  0.615  -0.756  2.153  -0.905
O  0.699  1.430  0.939  -0.699
F  -0.809  -1.745  -0.270  -0.409
S  1.741  0.172  1.386  1.713
H  -0.705  -2.026  -3.537  0.212
H  -0.380  -3.306  -2.217  0.222
H  0.277  -1.458  1.654  0.508
H  0.014  0.471  -1.537  0.242
H  -1.658  0.519  -1.156  0.222
H  -1.402  0.152  -2.777  0.224
H  1.324  2.330  2.769  0.220
H  -0.499  1.947  2.452  0.190
H  0.342  3.146  1.556  0.193

Computed properties:
ΔE to the lowest compared entry with this formula, charge and spin = 51.2 kcal per mole